# 1
{
  "formula": "C7H3NO4STl",
  "method": "the ωB97M-V functional and the def2-TZVPD basis",
  "homo_ha": -0.7793,
  "lumo_ev": -14.0583,
  "total_charge": 3,
  "max_force_ev_per_a": 14.4,
  "homo_lumo_gap_ev": 7.1,
  "elements": ["Tl", "O", "C", "C", "O", "C", "O", "C", "O", "S", "C", "C", "N", "C", "H", "H", "H"],
  "coordinates": [[-0.2518, 1.2197, 0.1434], [1.7863, 1.2793, -2.2296], [1.0113, 1.3063, -1.3588], [-2.0757, 0.5860, -0.1781], [-3.1331, 0.1517, -0.3583], [0.2025, 2.0494, 1.8304], [0.4747, 2.5291, 2.8361], [-0.9097, 3.0423, -0.4953], [-1.2874, 4.0897, -0.8478], [1.8801, -2.8132, 0.3657], [0.2089, -3.1164, -0.0578], [-0.4741, -1.9659, -0.1582], [0.3283, -0.8746, 0.1071], [1.5919, -1.1216, 0.3919], [-0.1943, -4.1005, -0.2101], [-1.5113, -1.8688, -0.4036], [2.3534, -0.3926, 0.6230]]
}


# 2
{
  "formula": "C7H42O14",
  "method": "the ωB97M-V functional and the def2-TZVPD basis",
  "homo_ha": [-0.4775, -0.4775],
  "lumo_ev": [-4.1203, -8.4583],
  "s_squared": 0.752,
  "total_charge": 1,
  "spin_multiplicity": 2,
  "max_force_ev_per_a": 9.0,
  "homo_lumo_gap_ev": [8.9, 4.5],
  "elements": ["C", "C", "C", "C", "C", "C", "C", "H", "H", "H", "H", "H", "H", "H", "H", "H", "H", "H", "H", "H", "H", "H", "H", "O", "H", "H", "O", "H", "H", "O", "H", "H", "O", "H", "H", "O", "H", "H", "O", "H", "H", "O", "H", "H", "O", "H", "H", "O", "H", "H", "O", "H", "H", "O", "H", "H", "O", "H", "H", "O", "H", "H", "O"],
  "coordinates": [[-0.1806, 0.9690, -1.8387], [-0.6314, 0.2582, -0.5766], [-0.5550, -1.2919, -0.8742], [-0.3716, -2.1969, 0.3043], [-0.7044, -1.8600, 1.5645], [-0.5268, -2.7117, 2.7641], [0.1566, -3.6149, 0.0477], [-1.1008, 1.5990, -2.0351], [0.0775, 0.3992, -2.6755], [0.6074, 1.5528, -1.4398], [-1.6507, 0.4960, -0.2721], [-0.0140, 0.4338, 0.2233], [0.3412, -1.3969, -1.5337], [-1.3765, -1.5520, -1.5314], [-1.1340, -0.8953, 1.9681], [-0.9786, -3.6960, 2.5134], [-1.2488, -2.3436, 3.6291], [0.4324, -2.6541, 3.1556], [1.2173, -3.5921, 0.3641], [0.0452, -3.7695, -1.1217], [-0.5477, -4.3792, 0.4546], [-3.0007, 0.7080, 2.6913], [-3.4250, -0.8649, 2.4070], [-3.0623, -0.1636, 2.9792], [3.2070, -1.1821, 0.6780], [3.1580, -2.1881, -0.4018], [3.6685, -1.4472, -0.1325], [1.4478, -1.7554, -4.5834], [1.5165, -2.9164, -3.5484], [1.3763, -2.7424, -4.4575], [-3.5797, 2.9605, 1.4302], [-2.8839, 2.1411, 0.4340], [-3.1255, 2.0935, 1.3550], [0.6171, 4.3141, -2.3980], [1.0823, 3.8055, -1.0576], [0.3137, 4.0727, -1.5545], [1.7721, 1.1382, 0.9408], [1.2175, 2.2869, 1.4658], [2.0399, 2.1819, 1.0103], [2.1538, -0.7610, 2.5889], [1.2392, -1.0880, 1.6913], [1.9439, -0.4032, 1.6799], [-5.0734, -1.8260, 0.2014], [-4.3981, -0.6418, -0.6290], [-4.7937, -0.9422, 0.2367], [-3.1815, 3.9785, -0.8739], [-2.1600, 2.9902, -1.5476], [-3.0451, 3.0817, -1.0517], [2.5835, 2.4123, -0.4574], [2.7789, 1.9551, -1.8134], [2.8372, 2.6592, -1.3461], [4.6843, 0.3295, -2.6846], [3.9947, -0.5159, -1.5874], [4.1661, -0.3472, -2.4965], [-1.4933, 2.2659, 1.8488], [-0.8298, 1.1824, 2.7670], [-0.6808, 2.0758, 2.4831], [0.3685, 0.8359, 4.3437], [-0.8732, -0.0066, 4.6909], [-0.0497, 0.0130, 4.1998], [2.4521, -0.0581, -3.6201], [1.5514, 0.7204, -4.7951], [1.6290, -0.1062, -4.1766]]
}